Entry i
Here is an isolated molecule of C4H11NOS from the OMol25 dataset. Energies are from ωB97M-V with the def2-TZVPD basis set.

Each line ends with the natural charge from an NBO analysis.
Geometry (Å):
N 2.05437 -0.49824 0.31443  -0.8760
C 1.13028 -0.07603 -0.68740  -0.0564
C 1.07464 -1.03198 -1.96112  -0.0723
O 0.16895 -0.71797 -2.99081  -0.7236
C -0.32089 -0.05926 0.03561  -0.4250
C -0.32895 1.02826 1.11708  -0.4373
S -2.03497 0.76032 2.07975  -0.1240
H 2.11225 -1.40095 0.67135  0.3694
H 3.13564 -0.13710 0.21719  0.3662
H 1.60751 0.94588 -1.04463  0.1902
H 0.71340 -2.00502 -1.63988  0.1701
H 2.15670 -1.06502 -2.36474  0.1542
H 0.64403 -0.26981 -3.71614  0.4717
H -0.99036 0.10167 -0.71646  0.2140
H -0.54381 -1.03118 0.59321  0.2079
H -0.16673 2.11497 0.69804  0.2227
H 0.48700 0.84069 1.77678  0.2238
H -1.65875 -0.19385 2.94973  0.1244

Summary:
Structure (SMILES): N[C@@H](CO)CCS
LUMO (eV): 0.800
HOMO level (eV): -8.642

=====

Entry ii
Here is a 2-piece molecular cluster, C4H11NOS overall from the OMol25 dataset. Energies are from ωB97M-V with the def2-TZVPD basis set.

Each line ends with the natural charge from an NBO analysis.
Geometry (Å):
C -1.07343 -1.20693 -0.90163  -0.8363
S -1.10003 0.46118 -0.10734  1.6995
C -2.26196 -0.03316 1.36500  -0.8350
N 0.21915 1.03142 -0.01418  -0.9889
O -2.46789 1.07979 -0.87697  -0.9397
H -0.76299 -1.35331 -1.96174  0.2486
H -0.45241 -1.75838 -0.27286  0.2251
H -2.09586 -1.50022 -0.80541  0.2232
H -2.62879 0.93327 1.70263  0.2407
H -3.22892 -0.43783 1.21881  0.2384
H -1.51443 -0.60736 1.93832  0.2268
H -2.35479 1.92313 -1.29370  0.5003
C 2.84661 -0.26023 -0.10700  -0.3528
C 3.71338 0.72144 0.11489  -0.3762
H 2.46264 -0.55300 -1.01499  0.1844
H 2.52196 -0.82274 0.70898  0.1768
H 4.10120 0.94172 1.04524  0.1826
H 4.07654 1.44120 -0.73805  0.1825

Summary:
Structure (SMILES): CS(C)(#N)O.C=C
LUMO (eV): 0.534
HOMO level (eV): -8.827

=====

entry i wins, 354.0 kJ/mol ahead of the next structure.

=====

Entry i
Here is C7H17N as an isolated structure from the OMol25 dataset. Energies are from ωB97M-V with the def2-TZVPD basis set.

Each line ends with the natural charge from an NBO analysis.
Geometry (Å):
C 2.59464 -1.04769 0.10351  -0.5056
C 3.06345 0.32594 -0.47672  -0.3872
C 2.63031 1.50491 0.39221  -0.6315
C 1.13330 -1.25575 -0.28009  0.2120
N 0.16373 -0.38790 -0.39178  -0.7310
C -3.05968 -0.38593 -1.19431  -0.6020
C -2.83637 0.66126 -0.08668  -0.4033
C -2.62354 -0.03640 1.27534  -0.6106
H 3.14856 -1.82802 -0.41789  0.2257
H 2.79581 -1.08190 1.17174  0.2329
H 2.56908 0.47707 -1.43252  0.2131
H 4.14612 0.24967 -0.56314  0.2025
H 3.15103 2.41246 0.09127  0.2113
H 1.59702 1.71265 0.09844  0.2294
H 2.63977 1.42492 1.47658  0.2018
H 0.84678 -2.32626 -0.40278  0.1374
H 0.42340 -0.45697 0.68680  0.3908
H -2.96119 0.10006 -2.16936  0.1996
H -4.05552 -0.82887 -1.14090  0.1911
H -2.28003 -1.14023 -1.13984  0.2149
H -1.88391 1.11888 -0.33635  0.2124
H -3.61012 1.42623 -0.10840  0.1943
H -1.76679 0.41444 1.78596  0.1967
H -3.48172 0.02213 1.94189  0.2030
H -2.34415 -1.07472 1.11705  0.2023

Summary:
LUMO (eV): 0.642
HOMO level (eV): -8.409

=====

Entry ii
Here is an isolated molecule of C7H17N from the OMol25 dataset. Energies are from ωB97M-V with the def2-TZVPD basis set.

Each line ends with the natural charge from an NBO analysis.
Geometry (Å):
C -1.46513 3.60594 1.61658  -0.6199
C -1.00556 2.10698 1.42240  -0.4116
C -0.38977 2.01359 -0.12809  -0.3727
C -0.39917 0.65305 -0.85728  -0.4272
C 0.60289 -0.39959 -0.59247  -0.2300
N -0.11404 -1.81093 -0.79623  -0.6237
C 0.74561 -2.84054 -0.02552  -0.2431
C 1.97409 -3.28362 -0.76749  -0.6525
H -1.89870 4.04801 0.75005  0.1999
H -0.59099 4.25474 1.89122  0.2092
H -2.36417 3.69518 2.39150  0.2097
H -1.85292 1.35490 1.50124  0.1963
H -0.39859 1.71054 2.25568  0.2028
H 0.55197 2.42128 -0.12596  0.1868
H -1.04141 2.81120 -0.52399  0.2031
H -0.46360 0.91725 -1.85999  0.2012
H -1.44368 0.27266 -0.63115  0.2148
H 1.49286 -0.37601 -1.17475  0.1857
H 0.78930 -0.36631 0.48653  0.1902
H -0.11946 -2.09077 -1.74480  0.3435
H 0.87848 -2.67009 1.04997  0.2028
H -0.04384 -3.68892 0.11299  0.2026
H 2.76604 -2.79721 -1.21505  0.2227
H 2.49554 -3.96992 0.01465  0.2078
H 1.66364 -3.98479 -1.61338  0.2019

Summary:
Structure (SMILES): CCCCCNCC
LUMO (eV): 1.121
HOMO level (eV): -8.929

=====

Entry iii
Here is an isolated molecule of C7H17N from the OMol25 dataset. Energies are from ωB97M-V with the def2-TZVPD basis set.

Each line ends with the natural charge from an NBO analysis.
Geometry (Å):
C 1.46623 1.36428 1.11366  -0.6080
C 1.15821 0.14000 0.24758  -0.2062
C 1.88274 0.31440 -1.08962  -0.6100
C -0.36273 -0.14011 0.10563  -0.0517
C -0.91037 -0.63501 1.45110  -0.6162
C -1.13728 1.11111 -0.31638  -0.6210
C -0.57379 -1.25746 -0.95557  -0.2141
N -1.88976 -1.85840 -1.03790  -0.8253
H 1.18204 2.27979 0.60135  0.2022
H 0.95432 1.32742 2.07091  0.2046
H 2.53531 1.40912 1.31188  0.2102
H 1.59073 -0.73743 0.74394  0.1959
H 1.43400 1.11116 -1.67757  0.1998
H 1.87390 -0.59914 -1.67626  0.2104
H 2.92130 0.58110 -0.90393  0.2095
H -1.98944 -0.77092 1.40157  0.2059
H -0.45196 -1.58390 1.72529  0.2051
H -0.71263 0.08099 2.24359  0.2104
H -0.71512 1.54685 -1.21848  0.2075
H -1.12748 1.85942 0.47152  0.2118
H -2.17755 0.86152 -0.52048  0.2021
H -0.35860 -0.85189 -1.94662  0.1905
H 0.13113 -2.06999 -0.75629  0.1870
H -2.59639 -1.15342 -1.21645  0.3485
H -2.12679 -2.32950 -0.17245  0.3510

Summary:
Structure (SMILES): CC(C)C(C)(C)CN
LUMO (eV): 0.891
HOMO level (eV): -9.057

=====

entry iii wins, 285.2 kJ/mol ahead of the next structure.

=====

Entry i
Here is an isolated molecule of C3H4N2O from the OMol25 dataset. Energies are from ωB97M-V with the def2-TZVPD basis set.

Each line ends with the natural charge from an NBO analysis.
Geometry (Å):
N -0.13583 -1.86421 -0.09162  -0.8089
C 0.07302 -0.51113 0.09697  0.4896
C 0.44485 0.52306 -0.71145  -0.4443
C 0.19652 1.64942 0.11489  -0.0173
N -0.18174 1.32989 1.32232  -0.1441
O -0.24502 -0.05648 1.31521  -0.3108
H -0.60891 -2.24574 0.71981  0.3908
H -0.68506 -2.04474 -0.92347  0.3890
H 0.86368 0.50380 -1.70657  0.2397
H 0.20845 2.69489 -0.16009  0.2163

Summary:
Structure (SMILES): Nc1ccno1
LUMO (eV): 0.873
HOMO level (eV): -8.899

=====

Entry ii
Here is a 2-piece molecular cluster, C3H4N2O overall from the OMol25 dataset. Energies are from ωB97M-V with the def2-TZVPD basis set.

Each line ends with the natural charge from an NBO analysis.
Geometry (Å):
C -0.12545 -0.45529 0.93790  0.0606
C -0.75968 0.55186 -0.01178  -0.5139
C -0.16116 -0.44030 -0.95519  0.0469
N 0.06433 -1.37694 -0.05062  -0.4438
N 1.90201 0.44498 -0.48136  0.1629
O 1.69009 0.34659 0.65976  -0.1717
H -0.31740 -0.68975 1.96856  0.1988
H -1.84588 0.47804 -0.05514  0.2375
H -0.46298 1.59969 0.00515  0.2132
H 0.01613 -0.45887 -2.01727  0.2095

Summary:
LUMO (eV): -0.093
HOMO level (eV): -8.388

=====

entry i wins, 398.8 kJ/mol ahead of the next structure.

=====

Entry i
Here is an isolated molecule of C3H4N2O from the OMol25 dataset. Energies are from ωB97M-V with the def2-TZVPD basis set.

Each line ends with the natural charge from an NBO analysis.
Geometry (Å):
O -1.60194 1.59254 -0.04445  -0.6700
C -0.67248 0.62217 -0.18457  0.4184
C -0.66866 -0.53925 0.61086  -0.3932
C 0.42712 -1.23658 0.16704  -0.0315
N 0.98398 -0.49743 -0.81780  -0.3402
N 0.32503 0.66092 -1.04959  -0.3354
H -1.73905 2.03556 -0.88229  0.4891
H -1.38932 -0.79466 1.37101  0.2364
H 0.82903 -2.19459 0.46464  0.2189
H 1.81585 -0.70377 -1.34555  0.4075

Summary:
Structure (SMILES): Oc1cc[nH]n1
LUMO (eV): 1.053
HOMO level (eV): -9.002

=====

Entry ii
Here is an isolated molecule of C3H4N2O from the OMol25 dataset. Energies are from ωB97M-V with the def2-TZVPD basis set.

Each line ends with the natural charge from an NBO analysis.
Geometry (Å):
N -1.31024 1.26691 0.20109  -0.8012
C -0.21824 0.38982 0.25134  0.2868
C 0.24572 -0.39463 -0.77020  -0.4065
C 1.35074 -0.95250 -0.22477  0.1714
O 1.52685 -0.55232 1.03364  -0.2928
N 0.44872 0.32567 1.36048  -0.1798
H -2.05977 1.02392 -0.50845  0.3791
H -1.75382 1.18988 1.16571  0.3866
H -0.16233 -0.49675 -1.82436  0.2419
H 1.93235 -1.80000 -0.68451  0.2145

Summary:
Structure (SMILES): Nc1ccon1
LUMO (eV): 0.940
HOMO level (eV): -9.441

=====

Entry iii
Here is an isolated molecule of C3H4N2O from the OMol25 dataset. Energies are from ωB97M-V with the def2-TZVPD basis set.

Each line ends with the natural charge from an NBO analysis.
Geometry (Å):
N -2.03641 0.48572 -0.33640  -0.4287
C -1.00295 1.01986 -0.40635  0.3903
C 0.40758 1.11055 -0.29055  -0.6482
C 0.81423 -0.60799 0.23684  0.7520
N -0.31321 -1.29712 0.41519  -0.8685
O 2.00762 -0.76822 0.31409  -0.5890
H 0.74847 1.78756 0.50196  0.2666
H 0.93825 1.26541 -1.23615  0.2674
H -0.23535 -2.28367 0.67159  0.4163
H -1.32823 -0.71210 0.12978  0.4418

Summary:
Structure (SMILES): N#CCC(N)=O
LUMO (eV): 0.490
HOMO level (eV): -9.794

=====

entry i wins, 88.4 kJ/mol ahead of the next structure.